Entry 1:
C24H72N6O9 | ωB97M-V with the def2-TZVPD basis set

Element x y z (Å)
C: -2.79278 -4.33472 -2.64162
C: -2.52101 -4.23701 -1.18126
C: -1.15687 -4.74282 -0.79483
O: -1.08038 -4.63454 0.64781
C: 0.18617 -5.05644 1.23840
N: -2.53573 -2.83678 -0.75006
H: -2.32925 -5.21165 -3.09354
H: -2.58226 -3.38684 -3.13688
H: -3.87255 -4.31971 -2.78981
H: -3.18617 -4.80537 -0.53115
H: -0.37339 -4.14163 -1.25616
H: -1.03747 -5.78319 -1.09726
H: 0.34585 -4.60136 2.21589
H: 1.04417 -4.76111 0.63445
H: 0.25589 -6.12983 1.41471
H: -2.08242 -2.75183 0.14849
H: -2.08951 -2.34482 -1.51096
C: -3.86498 3.75683 -3.71259
C: -3.92073 3.08243 -5.01710
C: -2.74932 2.03268 -5.12886
O: -1.47624 2.71036 -5.08393
C: -0.48748 2.05169 -4.27405
N: -5.22799 2.44121 -5.11697
H: -4.68654 4.47253 -3.74235
H: -2.95750 4.34657 -3.58298
H: -4.00168 3.12863 -2.83238
H: -3.87436 3.90153 -5.73476
H: -2.90260 1.50996 -6.07298
H: -2.98758 1.33995 -4.32173
H: -0.95195 1.76998 -3.32906
H: 0.37897 2.70843 -4.19621
H: -0.13360 1.10765 -4.68837
H: -5.38861 2.11596 -6.05957
H: -5.94549 3.12676 -4.92902
C: -4.80682 2.92154 0.67110
C: -3.24190 2.55582 0.48165
C: -2.31374 2.61018 1.73638
O: -1.94226 3.92096 1.94020
C: -0.80474 4.26528 1.21410
N: -3.20213 1.23496 -0.07783
H: -4.98435 3.89782 1.12218
H: -5.34585 2.25664 1.34597
H: -5.33748 2.91889 -0.28100
H: -2.92736 3.25080 -0.29692
H: -1.47421 1.92078 1.64688
H: -2.84560 2.23170 2.60931
H: 0.08515 3.65113 1.35203
H: -0.56246 5.29984 1.45724
H: -1.00565 4.23994 0.14309
H: -3.33683 0.60403 0.69926
H: -3.99675 1.08286 -0.68243
C: 0.37335 1.54990 6.34928
C: -0.64721 0.64894 5.57076
C: -0.12073 0.24865 4.19477
O: -1.00875 -0.67393 3.56592
C: -0.61957 -1.14575 2.28054
N: -0.79527 -0.59448 6.33342
H: 0.37740 2.54523 5.90497
H: 1.36293 1.10450 6.45158
H: -0.07202 1.68910 7.33435
H: -1.62835 1.06873 5.34883
H: 0.83346 -0.26993 4.28803
H: 0.04230 1.10863 3.54519
H: -1.36464 -1.89770 2.02060
H: 0.31170 -1.69135 2.43267
H: -0.54346 -0.36476 1.52400
H: -1.17571 -0.42868 7.25423
H: -1.45100 -1.18648 5.84388
C: 4.62417 -1.79930 4.24516
C: 5.43501 -0.79617 3.32554
C: 4.53548 0.29881 2.70670
O: 3.60904 -0.34254 1.89826
C: 2.65257 0.56282 1.34087
N: 6.46049 -0.10213 4.03817
H: 3.96042 -2.42466 3.64812
H: 4.16776 -1.22907 5.05426
H: 5.29460 -2.55223 4.65953
H: 5.99879 -1.32285 2.55557
H: 5.16218 0.92202 2.06877
H: 4.11203 0.90155 3.51014
H: 1.91495 -0.13883 0.95138
H: 3.16498 1.15116 0.57969
H: 2.13912 1.15815 2.09589
H: 6.61190 0.68702 3.42625
H: 6.18980 0.29993 4.92426
C: 5.84258 -0.75339 -1.28374
C: 4.88707 -1.60724 -2.19307
C: 3.42254 -1.01009 -2.34727
O: 2.60065 -1.94268 -3.02647
C: 1.24952 -1.49863 -3.20953
N: 5.56849 -1.62351 -3.49239
H: 6.87679 -1.08216 -1.38574
H: 5.47596 -0.79699 -0.25817
H: 5.75029 0.31912 -1.45495
H: 4.76778 -2.62463 -1.82052
H: 3.58604 -0.08310 -2.89687
H: 3.05456 -0.76727 -1.35041
H: 1.02166 -0.43367 -3.25463
H: 0.72331 -1.91997 -2.35298
H: 0.86362 -1.85589 -4.16427
H: 4.88599 -2.03150 -4.11515
H: 6.29421 -2.31663 -3.37833
O: -0.78287 -0.13045 -1.02580
H: -1.59899 0.33724 -0.84852
H: -0.12476 0.55931 -1.11158
O: 1.21592 1.71039 -1.59333
H: 2.14710 1.75744 -1.37673
H: 0.92061 2.62082 -1.58206
O: -4.72986 -0.76143 -1.85358
H: -3.78249 -0.87776 -1.92556
H: -5.01508 -0.55830 -2.74443

Properties
Spin multiplicity: 2
Total charge: +1
Gap between HOMO and LUMO (spin up / spin down): 8.47 / 2.87 eV
DFT total energy: -53410.8099 eV
E_LUMO (spin up / spin down): -2.4 / -8.0 eV
Energy relative to the best compared isomer or geometry (same formula, charge and spin): 11.3 kcal/mol

---

Entry 2:
CH14N2O5 | ωB97M-V with the def2-TZVPD basis set

Element x y z (Å)
N: -1.41585 -1.30180 -1.35552
C: -1.78022 -0.66312 -0.23930
N: -2.03654 -1.32935 0.82234
H: -1.10293 -0.86744 -2.22406
H: -1.81032 -2.22406 -1.35461
H: -1.55971 0.45079 -0.45881
H: -2.10128 -0.83631 1.68396
H: 0.82395 1.86807 2.42310
H: -0.13032 0.78201 1.87768
O: 0.26753 1.71071 1.67330
H: 1.89545 2.33588 -0.48331
H: 1.05269 1.36912 0.37140
O: 1.60430 1.44547 -0.45706
H: 0.23750 -1.80129 2.55601
H: 0.85154 -1.09427 1.28300
O: 0.37164 -0.93191 2.12879
H: 0.35750 1.41917 -2.94242
H: 0.55579 1.50938 -1.59683
O: -0.12375 1.60831 -2.30767
H: 0.76822 -1.69070 -0.58112
H: 1.72847 -0.47424 -0.61697
O: 1.54634 -1.28441 -0.20188

Properties
Spin multiplicity: 1
Gap between HOMO and LUMO: 9.63 eV
DFT total energy: -14481.0228 eV
SMILES: [H]/N=C/N.O.O.O.O.O
E_LUMO: 0.5 eV
Energy relative to the best compared isomer or geometry (same formula, charge and spin): 33.9 kcal/mol

---

Entry 3:
C25H20FeN2O3 | ωB97M-V with the def2-TZVPD basis set

Element x y z (Å)
C: -1.57060 4.78359 -2.91801
C: -2.08640 4.55205 -1.64036
C: -2.04535 3.28089 -1.07108
C: -1.55277 2.19026 -1.81091
C: -1.56953 0.80938 -1.32311
N: -0.75234 -0.01745 -1.97425
C: -0.67992 -1.30786 -2.12243
C: 0.24985 -1.91678 -3.01604
N: 0.90925 -2.56520 -3.74113
C: -2.43380 0.37394 -0.21126
C: -3.63083 1.05586 0.14992
C: -4.41166 0.61651 1.22322
C: -4.14769 -0.62105 1.81448
C: -3.01997 -1.34547 1.42028
C: -2.14837 -0.82640 0.46136
C: -0.98267 2.44153 -3.07937
C: -0.98460 3.72775 -3.63450
H: -1.59676 5.78660 -3.35398
H: -2.54043 5.36445 -1.07748
H: -2.40879 3.13200 -0.05838
H: -1.44888 -1.99407 -1.71314
H: -3.95042 1.94375 -0.39925
H: -5.22123 1.24498 1.59126
H: -4.81843 -1.01327 2.58663
H: -2.81690 -2.32284 1.85742
H: -1.24472 -1.38774 0.20881
H: -0.55181 1.60859 -3.63456
H: -0.54944 3.89339 -4.62102
O: 2.89419 0.34386 4.61273
C: 2.90029 0.00989 3.50347
Fe: 2.57250 -0.48758 1.77887
C: 2.57090 1.27967 1.22922
O: 2.42070 2.39778 0.96807
C: 0.83808 -0.25177 2.05927
O: -0.19873 0.13087 2.42933
C: 2.43121 -2.37015 2.25122
C: 1.75806 -3.27309 1.25426
C: 1.79532 -2.63542 -0.15220
C: 2.21127 -1.18626 -0.11267
C: 3.59465 -0.87600 0.06591
C: 4.41021 -1.64219 0.93710
C: 3.84919 -2.16294 2.10151
H: 2.03197 -2.45099 3.26850
H: 2.25241 -4.25942 1.22593
H: 0.72402 -3.48450 1.55759
H: 2.50305 -3.20143 -0.78632
H: 0.82190 -2.74473 -0.64638
H: 1.59050 -0.50851 -0.71006
H: 4.04222 -0.07746 -0.53322
H: 5.49930 -1.58856 0.84123
H: 4.49197 -2.44847 2.94350

Properties
Spin multiplicity: 5
Total charge: -2
Gap between HOMO and LUMO (spin up / spin down): 3.63 / 6.08 eV
DFT total energy: -69752.8476 eV
E_LUMO (spin up / spin down): 4.9 / 4.5 eV
Energy relative to the best compared isomer or geometry (same formula, charge and spin): 0.0 kcal/mol